one.
{"formula": "C4H10N", "method": "the ωB97M-V functional and the def2-TZVPD basis", "elements": ["C", "C", "H", "H", "H", "H", "C", "C", "N", "H", "H", "H", "H", "H", "H"], "coordinates": [[3.117, 0.534, 0.077], [2.940, 0.693, 1.375], [3.068, 1.340, -0.651], [3.239, -0.493, -0.277], [2.892, 1.703, 1.799], [3.152, -0.074, 2.110], [-2.603, -1.487, -0.375], [-1.419, 0.768, -0.178], [-1.748, -0.337, -0.855], [-2.216, -2.382, -0.864], [-2.327, -1.647, 0.665], [-3.665, -1.246, -0.399], [-2.149, 1.559, -0.051], [-0.385, 0.764, 0.151], [-1.469, -0.403, -1.831]], "charge": 1, "homo_lumo_gap_ev": 5.470, "e_lumo_ev": -7.7406, "homo_energy_ev": -13.2}

two.
{"formula": "C4H10N", "method": "the ωB97M-V functional and the def2-TZVPD basis", "elements": ["C", "C", "C", "C", "N", "H", "H", "H", "H", "H", "H", "H", "H", "H", "H"], "coordinates": [[-0.727, 0.931, 1.006], [-0.874, 1.235, -0.531], [-0.236, 0.048, 0.045], [2.476, -0.416, -0.114], [-0.914, -1.263, -0.208], [-0.190, 1.735, 1.553], [-1.710, 0.728, 1.638], [-1.873, 0.948, -0.841], [-0.386, 1.927, -1.226], [2.618, -1.159, 0.669], [2.954, 0.643, -0.124], [2.276, -0.902, -1.096], [-0.436, -2.104, 0.194], [-1.130, -1.169, -1.229], [-1.848, -1.183, 0.262]], "charge": 1, "homo_lumo_gap_ev": [7.949, 9.493], "e_lumo_ev": [-5.0835, -3.9796], "homo_energy_ev": [-13.0, -13.5]}

three.
{"formula": "C4H10N", "method": "the ωB97M-V functional and the def2-TZVPD basis", "elements": ["C", "C", "C", "C", "N", "H", "H", "H", "H", "H", "H", "H", "H", "H", "H"], "coordinates": [[-2.239, 0.330, 1.078], [-2.210, 0.353, -0.481], [-0.837, 0.033, -0.878], [0.153, 0.116, -0.039], [4.165, -0.794, 0.105], [-1.187, -0.252, 1.254], [-2.003, 1.206, 1.679], [-3.038, -0.197, 1.602], [-2.913, -0.439, -0.757], [-2.553, 1.288, -0.963], [-0.579, -0.277, -1.902], [1.221, 0.085, -0.392], [3.300, -0.264, -0.055], [4.540, -0.250, 0.875], [4.583, -0.594, -0.802]], "charge": 1, "homo_lumo_gap_ev": 4.513, "e_lumo_ev": -8.9914, "homo_energy_ev": -13.5}

four.
{"formula": "C4H10N", "method": "the ωB97M-V functional and the def2-TZVPD basis", "elements": ["C", "N", "H", "H", "H", "H", "C", "C", "C", "H", "H", "H", "H", "H", "H"], "coordinates": [[-2.689, -1.011, -0.242], [-1.472, -0.904, -0.750], [-3.422, -1.686, -0.756], [-3.035, -0.320, 0.481], [-0.707, -0.622, -0.170], [-1.228, -1.336, -1.668], [1.458, 1.835, 0.434], [1.147, 0.444, -0.165], [1.305, -0.746, 0.541], [1.846, 1.679, 1.522], [0.646, 2.486, 0.303], [2.306, 2.286, -0.214], [0.862, 0.521, -1.211], [2.113, -1.457, 0.441], [0.870, -1.168, 1.452]], "charge": 1, "homo_lumo_gap_ev": 6.023, "e_lumo_ev": -6.0098, "homo_energy_ev": -12.0}

Computed energies relative to the best structure, in hartree: one 0.0021; two 0.0338; three 0.0634; four 0.0000

one.
{"formula": "C3H7NP2", "method": "the ωB97M-V functional and the def2-TZVPD basis", "elements": ["C", "C", "C", "N", "P", "P", "H", "H", "H", "H", "H", "H", "H"], "coordinates": [[-0.746, -0.666, 0.006], [-1.101, -1.117, -1.283], [-1.148, 0.661, 0.510], [2.283, -0.035, 0.790], [3.556, 0.909, 0.881], [1.535, -1.338, 0.536], [-0.352, -1.766, -1.775], [-1.326, -0.319, -1.960], [-2.137, -1.456, -1.150], [-1.932, 1.111, -0.045], [-0.139, 1.166, 0.236], [-1.340, 0.725, 1.664], [2.848, 2.125, 1.590]], "charge": 0, "homo_lumo_gap_ev": [5.610, 6.930], "e_lumo_ev": [-1.2029, -0.2023], "homo_energy_ev": [-6.8, -7.1]}

two.
{"formula": "C3H7NP2", "method": "the ωB97M-V functional and the def2-TZVPD basis", "elements": ["C", "C", "C", "N", "P", "P", "H", "H", "H", "H", "H", "H", "H"], "coordinates": [[-0.899, 1.892, -0.058], [0.331, 1.317, -0.737], [-0.680, -2.042, 0.609], [0.197, -0.105, -1.100], [-2.208, 0.682, 0.320], [-1.344, -0.929, -0.732], [-0.981, 2.904, 0.265], [0.478, 1.890, -1.722], [1.284, 1.478, -0.157], [-1.437, -2.126, 1.476], [0.064, -1.494, 1.226], [-0.284, -2.962, 0.252], [0.589, -0.099, -2.096]], "charge": 0, "smiles": "CP1#P=CCN1", "homo_lumo_gap_ev": 7.817, "e_lumo_ev": -0.2095, "homo_energy_ev": -8.0}

Computed energies relative to the best structure, in hartree: one 0.1329; two 0.0000

one.
{"formula": "C8H8O4", "method": "the ωB97M-V functional and the def2-TZVPD basis", "elements": ["C", "C", "C", "C", "C", "C", "C", "C", "H", "H", "H", "H", "H", "H", "H", "H", "O", "O", "O", "O"], "coordinates": [[-3.220, -0.042, 0.554], [-1.072, -0.385, -0.356], [-0.248, -1.491, -0.216], [1.094, -1.277, 0.038], [1.666, 0.010, 0.018], [0.842, 1.072, -0.126], [-0.527, 0.896, -0.253], [3.155, 0.274, 0.065], [-4.193, -0.339, 0.234], [-3.099, 1.040, 0.698], [-3.023, -0.529, 1.556], [-0.621, -2.548, -0.205], [1.738, -2.108, 0.251], [1.298, 2.091, -0.165], [-0.998, 2.754, -0.553], [3.439, -1.460, -0.573], [-2.413, -0.549, -0.514], [-1.423, 1.911, -0.397], [4.007, -0.703, -0.270], [3.600, 1.383, 0.214]], "charge": 0, "smiles": "COc1ccc(C(=O)O)cc1O", "homo_lumo_gap_ev": 9.513, "e_lumo_ev": 0.4872, "homo_energy_ev": -9.0}

two.
{"formula": "C8H8O4", "method": "the ωB97M-V functional and the def2-TZVPD basis", "elements": ["C", "C", "C", "C", "C", "C", "C", "C", "H", "H", "H", "H", "H", "H", "H", "H", "O", "O", "O", "O"], "coordinates": [[-2.824, 0.779, 2.534], [-1.478, 0.223, 0.616], [-0.105, -0.096, 0.280], [0.909, -0.376, 1.377], [2.074, -0.849, 1.039], [2.509, -0.880, -0.289], [1.764, -0.398, -1.354], [0.410, -0.027, -1.064], [-3.729, 0.623, 1.635], [-2.684, 0.163, 3.591], [-2.789, 2.084, 2.665], [0.751, -0.142, 2.421], [2.779, -1.159, 1.884], [3.524, -1.239, -0.422], [1.248, 0.073, -3.166], [-1.275, 0.453, -1.895], [-1.646, 0.314, 1.920], [-2.271, 0.591, -0.213], [2.052, -0.118, -2.709], [-0.307, 0.323, -2.192]], "charge": 0, "smiles": "COC(=O)c1cccc(O)c1O", "homo_lumo_gap_ev": 9.022, "e_lumo_ev": 0.1902, "homo_energy_ev": -8.8}

Computed energies relative to the best structure, in hartree: one 0.0000; two 0.0699

one.
{"formula": "C4H10NOP", "method": "the ωB97M-V functional and the def2-TZVPD basis", "elements": ["C", "C", "C", "C", "N", "O", "P", "H", "H", "H", "H", "H", "H", "H", "H", "H", "H"], "coordinates": [[1.158, -2.309, -0.731], [-1.296, -0.798, -0.668], [0.884, 1.786, -0.644], [-0.324, 0.417, 2.048], [-1.709, 0.344, -1.052], [1.213, 0.404, -0.799], [0.447, -0.808, -0.104], [0.814, -3.159, -0.337], [2.228, -2.022, -0.634], [-1.883, -1.654, -0.599], [1.128, 2.231, -1.666], [1.647, 2.104, 0.152], [-0.201, 1.892, -0.306], [0.476, 0.516, 2.710], [-0.949, 1.204, 1.702], [-0.887, -0.445, 2.354], [-2.747, 0.299, -1.428]], "charge": 0, "homo_lumo_gap_ev": 7.522, "e_lumo_ev": 0.0195, "homo_energy_ev": -7.5}

two.
{"formula": "C4H10NOP", "method": "the ωB97M-V functional and the def2-TZVPD basis", "elements": ["C", "C", "C", "C", "N", "O", "P", "H", "H", "H", "H", "H", "H", "H", "H", "H", "H"], "coordinates": [[0.491, -0.156, -0.156], [1.102, 2.041, 0.437], [-1.284, 1.224, 0.883], [-0.296, -2.519, -1.490], [0.060, 1.020, 0.340], [1.597, -0.395, -0.558], [-0.691, -1.682, 0.071], [1.163, 2.320, 1.516], [2.134, 1.502, 0.511], [1.002, 2.837, -0.164], [-1.119, 1.362, 1.910], [-1.750, 2.182, 0.520], [-1.851, 0.289, 0.808], [-0.706, -3.540, -1.509], [0.735, -2.379, -1.772], [-0.785, -1.996, -2.299], [0.200, -2.110, 0.951]], "charge": 0, "smiles": "CPC(=O)N(C)C", "homo_lumo_gap_ev": 9.429, "e_lumo_ev": 0.9269, "homo_energy_ev": -8.5}

three.
{"formula": "C4H10NOP", "method": "the ωB97M-V functional and the def2-TZVPD basis", "elements": ["C", "C", "C", "C", "N", "O", "P", "H", "H", "H", "H", "H", "H", "H", "H", "H", "H"], "coordinates": [[-1.270, -1.487, -0.182], [-2.184, 0.583, -0.978], [-0.413, 0.535, 0.816], [3.499, 0.404, 0.056], [-1.405, -0.161, 0.048], [-2.015, -2.207, -0.841], [3.208, -1.213, 0.291], [-3.195, 0.798, -0.576], [-1.713, 1.556, -1.418], [-2.405, 0.038, -1.919], [-0.029, -0.116, 1.704], [0.476, 0.907, 0.302], [-1.004, 1.326, 1.358], [-0.513, -1.865, 0.437], [4.255, 0.978, -0.595], [2.731, 1.036, 0.496], [1.976, -1.112, 1.003]], "charge": 0, "smiles": "CN(C)C=O.C=P", "homo_lumo_gap_ev": 9.554, "e_lumo_ev": -0.0549, "homo_energy_ev": -9.6}

Computed energies relative to the best structure, in hartree: one 0.1335; two 0.0000; three 0.0379

one.
{"formula": "F4KN2O8S4", "method": "the ωB97M-V functional and the def2-TZVPD basis", "elements": ["K", "N", "S", "O", "O", "F", "S", "O", "O", "F", "N", "S", "O", "O", "F", "S", "O", "O", "F"], "coordinates": [[1.315, 1.145, 1.005], [-1.392, 0.685, 1.153], [-2.114, 1.640, 2.203], [-1.438, 1.937, 3.420], [-3.537, 1.701, 2.143], [-1.726, 2.971, 1.324], [-2.008, -0.762, 1.621], [-3.087, -1.150, 0.795], [-2.031, -0.997, 3.013], [-0.818, -1.661, 1.083], [1.205, -0.008, -1.520], [1.336, -1.672, -1.551], [1.944, -2.351, -0.474], [1.489, -2.172, -2.867], [-0.214, -1.866, -1.329], [2.463, 0.358, -2.405], [2.247, 0.557, -3.791], [3.705, -0.228, -1.989], [2.660, 1.873, -1.836]], "charge": -1, "homo_lumo_gap_ev": 9.149, "e_lumo_ev": 1.6065, "homo_energy_ev": -7.5}

two.
{"formula": "F4KN2O8S4", "method": "the ωB97M-V functional and the def2-TZVPD basis", "elements": ["K", "N", "S", "O", "O", "F", "S", "O", "O", "F", "N", "S", "O", "O", "F", "S", "O", "O", "F"], "coordinates": [[0.285, -0.047, -0.732], [-1.958, 3.088, -0.632], [-2.464, 2.237, 0.572], [-3.198, 2.889, 1.602], [-1.606, 1.136, 0.923], [-3.653, 1.469, -0.200], [-0.886, 4.081, 0.084], [0.185, 3.457, 0.786], [-1.465, 5.262, 0.622], [-0.205, 4.574, -1.266], [1.013, -2.618, -0.586], [0.919, -3.497, 0.803], [1.953, -3.252, 1.739], [0.429, -4.819, 0.647], [-0.292, -2.665, 1.410], [2.462, -2.935, -1.169], [2.496, -4.042, -2.057], [3.601, -2.668, -0.375], [2.384, -1.648, -2.170]], "charge": -1, "homo_lumo_gap_ev": 9.587, "e_lumo_ev": 1.9009, "homo_energy_ev": -7.7}

Computed energies relative to the best structure, in hartree: one 0.0262; two 0.0000

one.
{"formula": "C2H5BO2", "method": "the ωB97M-V functional and the def2-TZVPD basis", "elements": ["B", "C", "C", "O", "O", "H", "H", "H", "H", "H"], "coordinates": [[0.629, 0.207, 0.348], [-1.690, -0.258, -0.772], [-0.913, 0.125, 0.216], [1.256, 0.397, 1.523], [1.525, -0.067, -0.954], [-2.702, -0.217, -0.526], [-1.230, -0.413, -1.777], [-1.519, 0.488, 1.129], [2.249, 0.268, 1.693], [2.394, -0.531, -0.879]], "charge": 0, "smiles": "C=CB(O)O", "homo_lumo_gap_ev": 10.734, "e_lumo_ev": 0.3812, "homo_energy_ev": -10.4}

two.
{"formula": "C2H5BO2", "method": "the ωB97M-V functional and the def2-TZVPD basis", "elements": ["B", "C", "C", "O", "O", "H", "H", "H", "H", "H"], "coordinates": [[-0.811, -0.192, 0.001], [1.687, 0.730, -0.146], [0.777, -0.238, 0.137], [-1.436, -1.193, 0.620], [-1.334, 0.886, -0.707], [2.737, 0.438, -0.298], [1.331, 1.555, -0.650], [1.578, -1.736, 0.633], [-2.341, -1.476, 0.774], [-2.187, 1.226, -0.365]], "charge": 0, "homo_lumo_gap_ev": 10.081, "e_lumo_ev": 0.2742, "homo_energy_ev": -9.8}

Computed energies relative to the best structure, in hartree: one 0.0000; two 0.0769

one.
{"formula": "C4H9O2", "method": "the ωB97M-V functional and the def2-TZVPD basis", "elements": ["C", "C", "O", "O", "H", "H", "H", "C", "C", "H", "H", "H", "H", "H", "H"], "coordinates": [[2.096, 0.644, 0.500], [2.401, 1.614, -0.679], [2.587, 2.796, -0.304], [2.402, 1.134, -1.829], [1.014, 0.661, 0.563], [2.576, 0.942, 1.435], [2.364, -0.421, 0.435], [-2.393, -1.324, -0.529], [-1.560, -0.536, 0.472], [-3.300, -1.712, -0.064], [-2.640, -0.676, -1.366], [-1.818, -2.192, -0.858], [-1.610, 0.546, 0.365], [-0.489, -0.677, 0.327], [-1.628, -0.798, 1.532]], "charge": -1, "homo_lumo_gap_ev": 7.398, "e_lumo_ev": 3.5963, "homo_energy_ev": -3.8}

two.
{"formula": "C4H9O2", "method": "the ωB97M-V functional and the def2-TZVPD basis", "elements": ["C", "C", "C", "O", "C", "O", "H", "H", "H", "H", "H", "H", "H", "H", "H"], "coordinates": [[-0.944, -0.366, 0.040], [-0.659, 1.074, -0.061], [0.326, 1.804, 1.042], [1.594, 1.268, 1.146], [-0.138, -1.118, -1.014], [-0.148, -2.562, -0.903], [-2.002, -0.632, -0.018], [-0.721, -0.813, 0.978], [-0.101, 1.287, -1.056], [-1.626, 1.825, -0.091], [-0.137, 2.017, 2.033], [0.482, 2.790, 0.424], [-0.464, -0.812, -2.053], [0.819, -0.697, -0.988], [0.669, -2.974, -1.201]], "charge": -1, "smiles": "[O-]CCCCO", "homo_lumo_gap_ev": 5.692, "e_lumo_ev": 3.5999, "homo_energy_ev": -2.1}

Computed energies relative to the best structure, in hartree: one 0.0000; two 0.1060

one.
{"formula": "C4H9O2", "method": "the ωB97M-V functional and the def2-TZVPD basis", "elements": ["C", "O", "C", "H", "H", "H", "H", "H", "C", "C", "O", "H", "H", "H", "H"], "coordinates": [[-0.712, 0.291, -0.870], [0.299, 1.300, -0.809], [-1.802, 0.746, -1.796], [-1.139, 0.078, 0.153], [-0.237, -0.645, -1.236], [-2.554, 0.011, -1.943], [-1.373, 1.029, -2.779], [-2.336, 1.662, -1.434], [1.522, -1.492, 2.193], [1.517, -0.459, 1.324], [1.020, 0.747, 1.541], [2.015, -2.444, 1.936], [1.164, -1.407, 3.250], [1.945, -0.618, 0.323], [0.673, 1.201, 0.149]], "charge": -1, "homo_lumo_gap_ev": 7.133, "e_lumo_ev": 4.1273, "homo_energy_ev": -3.0}

two.
{"formula": "C4H9O2", "method": "the ωB97M-V functional and the def2-TZVPD basis", "elements": ["C", "O", "C", "C", "C", "O", "H", "H", "H", "H", "H", "H", "H", "H", "H"], "coordinates": [[1.094, 0.476, -1.361], [2.031, -0.377, -0.892], [0.258, 1.146, -0.239], [-0.936, 0.288, 0.177], [-0.511, -1.076, 0.695], [-0.848, -1.174, 2.109], [0.350, -0.028, -2.046], [1.510, 1.276, -2.028], [-0.082, 2.124, -0.591], [0.933, 1.275, 0.619], [-1.626, 0.175, -0.671], [-1.505, 0.768, 0.969], [-1.033, -1.910, 0.213], [0.564, -1.204, 0.545], [-0.199, -1.759, 2.500]], "charge": -1, "smiles": "[O-]CCCCO", "homo_lumo_gap_ev": 6.144, "e_lumo_ev": 3.9323, "homo_energy_ev": -2.2}

three.
{"formula": "C4H9O2", "method": "the ωB97M-V functional and the def2-TZVPD basis", "elements": ["C", "C", "H", "H", "H", "H", "H", "H", "C", "C", "O", "O", "H", "H", "H"], "coordinates": [[1.276, 0.474, 0.376], [2.040, 1.082, 1.519], [0.848, 1.197, -0.320], [1.989, -0.097, -0.225], [0.518, -0.256, 0.663], [1.547, 1.913, 2.002], [3.027, 1.456, 1.214], [2.300, 0.322, 2.281], [-1.677, -0.315, -1.363], [-2.309, -1.559, -0.761], [-3.251, -1.407, 0.059], [-1.853, -2.665, -1.160], [-1.023, -0.568, -2.189], [-0.977, -0.015, -0.582], [-2.455, 0.437, -1.515]], "charge": -1, "homo_lumo_gap_ev": 7.030, "e_lumo_ev": 3.4815, "homo_energy_ev": -3.5}

Computed energies relative to the best structure, in hartree: one 0.0424; two 0.0724; three 0.0000